Entry 1:
Formula: C23H25AsF3I2N4O5Ru
Source: the OMol25 dataset
Level of theory: ωB97M-V with the def2-TZVPD basis set

Each line ends with the Löwdin charge.
Geometry (Å):
Ru: 0.04 0.69 0.99  1.310
I: 4.85 -2.54 5.16  0.840
C: 3.52 -1.14 4.34  -0.748
C: 2.24 -1.03 4.85  -0.244
C: 1.36 -0.11 4.29  -0.661
I: -0.61 -0.01 4.97  0.948
C: 1.74 0.71 3.23  -0.488
O: 0.92 1.58 2.66  -0.297
C: 3.05 0.56 2.72  -0.171
C: 3.38 1.36 1.49  -0.153
N: 2.57 0.85 0.37  -0.094
C: 2.73 1.61 -0.86  -0.160
C: 1.80 1.09 -1.93  -0.269
C: 2.17 1.11 -3.27  -0.014
C: 1.25 0.69 -4.22  -0.050
C: 0.00 0.25 -3.80  -0.038
C: -0.27 0.25 -2.45  -0.125
N: 0.61 0.66 -1.53  0.047
C: 3.92 -0.35 3.27  -0.125
H: 1.92 -1.65 5.68  0.082
H: 4.45 1.30 1.28  0.126
H: 3.11 2.41 1.64  0.127
H: 2.83 -0.12 0.20  0.077
H: 3.76 1.61 -1.24  0.127
H: 2.47 2.65 -0.66  0.116
H: 3.15 1.45 -3.56  0.115
H: 1.51 0.70 -5.27  0.111
H: -0.74 -0.08 -4.51  0.107
H: -1.23 -0.08 -2.07  0.084
H: 4.92 -0.46 2.86  0.100
F: -5.36 3.50 -2.30  0.097
C: -4.95 2.23 -2.23  -0.185
C: -4.80 1.62 -1.06  0.056
N: -4.40 0.30 -0.97  -0.003
C: -4.04 -0.27 0.32  -0.030
C: -2.58 0.00 0.65  -0.655
O: -2.03 -0.65 1.56  -0.114
O: -1.98 0.87 -0.04  -0.111
C: -3.98 -0.40 -2.08  -0.480
O: -3.45 -1.49 -2.02  0.073
N: -4.22 0.24 -3.28  0.223
C: -4.68 1.55 -3.49  -0.394
O: -4.78 2.01 -4.60  0.110
H: -4.98 2.13 -0.13  0.155
H: -4.20 -1.34 0.29  0.136
H: -4.68 0.15 1.09  0.141
H: -3.96 -0.28 -4.10  0.167
F: -0.32 3.37 -1.02  0.002
C: -0.04 3.02 0.26  -0.354
F: -1.09 3.37 1.04  -0.010
H: 0.86 3.55 0.60  0.092
C: 0.16 -3.01 2.21  -0.280
As: 0.54 -1.97 0.62  1.060
C: -0.57 -2.83 -0.72  -0.278
C: 2.29 -2.67 0.12  -0.296
H: 0.18 -4.08 1.98  0.034
H: -0.82 -2.72 2.57  0.012
H: 0.90 -2.78 2.97  0.014
H: -0.45 -3.91 -0.67  0.035
H: -0.28 -2.48 -1.71  0.020
H: -1.61 -2.57 -0.56  0.012
H: 2.26 -3.76 0.03  0.033
H: 3.02 -2.40 0.89  0.017
H: 2.60 -2.25 -0.84  0.022

The expectation value of S² is 8.76. As for the spin multiplicity: 6. The HOMO energy (alpha / beta) comes out at -7.18 / -8.08 eV.



Entry 2:
Formula: C23H25AsIN2O2PdS2
Source: the OMol25 dataset
Level of theory: ωB97M-V with the def2-TZVPD basis set

Each line ends with the Löwdin charge.
Geometry (Å):
Pd: 0.71 -0.32 0.54  0.430
C: 4.39 -3.37 0.29  -0.014
C: 4.03 -2.67 -0.98  -0.250
N: 4.75 -2.90 -2.04  0.133
C: 4.46 -2.29 -3.21  -0.086
C: 3.44 -1.39 -3.34  -0.147
C: 3.22 -0.74 -4.69  -0.202
O: 3.35 0.68 -4.66  -0.055
C: 2.63 -1.10 -2.20  -0.084
C: 1.65 -0.06 -2.34  -0.038
N: 0.83 0.37 -1.45  -0.078
C: 0.18 1.61 -1.71  -0.423
C: -0.77 1.73 -2.72  -0.025
C: -1.37 2.96 -2.96  -0.054
C: -1.01 4.07 -2.20  -0.060
C: -0.06 3.95 -1.19  -0.125
C: 0.53 2.72 -0.95  -0.659
I: 1.92 2.49 0.60  1.038
C: 2.91 -1.76 -0.99  -0.280
O: 2.25 -1.66 0.13  -0.253
H: 5.27 -3.99 0.11  0.086
H: 3.58 -4.01 0.64  0.069
H: 4.62 -2.66 1.09  0.091
H: 5.10 -2.53 -4.04  0.118
H: 2.21 -0.94 -5.06  0.129
H: 3.91 -1.18 -5.41  0.123
H: 4.28 0.90 -4.52  0.104
H: 1.66 0.48 -3.28  0.135
H: -1.04 0.86 -3.30  0.122
H: -2.11 3.06 -3.74  0.114
H: -1.47 5.03 -2.39  0.115
H: 0.22 4.81 -0.60  0.104
S: -1.31 0.70 0.79  0.706
C: -1.75 0.37 2.46  -0.673
C: -3.01 0.76 2.92  -0.108
C: -3.39 0.46 4.21  -0.066
C: -2.53 -0.25 5.05  -0.069
C: -1.29 -0.66 4.59  -0.110
C: -0.89 -0.33 3.30  -0.681
S: 0.70 -0.84 2.75  0.709
H: -3.67 1.30 2.26  0.111
H: -4.36 0.77 4.57  0.112
H: -2.84 -0.50 6.06  0.112
H: -0.63 -1.22 5.24  0.110
C: 0.37 -3.83 1.35  -0.238
As: -0.51 -2.36 0.49  1.080
C: -2.32 -2.48 1.14  -0.233
C: -0.61 -2.68 -1.40  -0.214
H: 0.13 -4.74 0.79  0.055
H: -0.02 -3.90 2.36  0.043
H: 1.44 -3.65 1.36  0.012
H: -2.65 -3.49 0.90  0.058
H: -2.95 -1.75 0.65  0.037
H: -2.34 -2.34 2.22  0.043
H: -0.97 -3.70 -1.56  0.054
H: 0.38 -2.57 -1.85  0.026
H: -1.31 -1.97 -1.84  0.045

The energy relative to the best compared isomer or geometry (same formula, charge and spin) is 0.0 kcal/mol. Its net charge is +1. The HOMO energy comes out at -10.80 eV.



Entry 3:
Formula: C23H25Cl5N6O7ReS
Source: the OMol25 dataset
Level of theory: ωB97M-V with the def2-TZVPD basis set

Each line ends with the Löwdin charge.
Geometry (Å):
Re: 0.41 -0.25 -0.08  1.446
Cl: 2.36 1.38 1.72  0.727
C: 0.75 2.04 1.85  -0.679
C: -0.25 1.33 1.19  -0.355
C: -1.55 1.80 1.39  -0.700
Cl: -2.89 0.92 0.72  0.740
C: -1.83 2.95 2.14  -0.705
Cl: -3.44 3.51 2.32  0.708
C: -0.78 3.64 2.75  -0.701
Cl: -1.10 5.02 3.70  0.722
C: 0.53 3.17 2.61  -0.703
Cl: 1.82 3.96 3.41  0.719
C: 1.81 -3.23 -3.09  0.011
C: 1.61 -2.09 -2.15  -0.251
N: 0.87 -2.14 -1.08  -0.114
O: 0.30 -3.35 -0.72  -0.010
C: 2.17 -0.78 -2.37  -0.247
C: 3.18 -0.38 -3.39  0.004
N: 1.68 0.01 -1.47  -0.328
O: 1.71 1.25 -1.18  -0.128
H: 0.88 -3.78 -3.26  0.092
H: 2.56 -3.94 -2.72  0.109
H: 2.15 -2.86 -4.05  0.091
H: 0.39 -3.97 -1.45  0.091
H: 4.06 -1.03 -3.35  0.094
H: 3.50 0.64 -3.19  0.089
H: 2.77 -0.41 -4.40  0.091
O: -0.79 0.33 -2.03  -0.202
N: -1.36 1.38 -2.56  -0.167
C: -1.73 2.45 -1.84  -0.023
C: -2.36 3.53 -2.43  -0.012
C: -2.60 3.52 -3.80  -0.038
C: -2.19 2.42 -4.53  -0.025
C: -1.58 1.36 -3.89  0.006
H: -1.49 2.43 -0.79  0.077
H: -2.66 4.36 -1.82  0.125
H: -3.09 4.35 -4.28  0.120
H: -2.34 2.36 -5.60  0.120
H: -1.25 0.47 -4.39  0.141
C: 1.90 -4.54 5.90  -0.106
C: 1.90 -5.92 5.26  -0.284
S: 0.29 -6.37 4.63  0.651
O: 0.39 -7.69 4.06  -0.297
O: -0.70 -6.08 5.64  -0.298
C: -0.01 -5.23 3.25  -0.183
C: -0.95 -4.11 3.69  -0.125
N: -1.15 -3.15 2.59  0.082
C: -0.31 -2.15 2.29  -0.286
N: -0.70 -1.54 1.17  -0.078
C: -1.84 -2.16 0.74  -0.062
C: -2.12 -3.16 1.60  -0.110
N: -3.24 -4.06 1.51  -0.326
O: -3.33 -4.96 2.32  0.109
O: -4.01 -3.85 0.59  0.120
C: 0.87 -1.77 3.10  0.030
H: 2.77 -4.42 6.54  0.085
H: 1.01 -4.42 6.53  0.080
H: 1.91 -3.74 5.15  0.053
H: 2.11 -6.71 5.99  0.112
H: 2.60 -6.02 4.43  0.104
H: -0.47 -5.86 2.49  0.111
H: 0.95 -4.87 2.90  0.101
H: -0.56 -3.57 4.55  0.120
H: -1.91 -4.53 3.96  0.116
H: -2.38 -1.87 -0.14  0.124
H: 0.60 -1.66 4.15  0.103
H: 1.26 -0.81 2.74  0.028
H: 1.66 -2.52 3.02  0.093

The energy relative to the best compared isomer or geometry (same formula, charge and spin) is 32.7 kcal/mol. Its net charge is +1. The HOMO energy (alpha / beta) comes out at -10.93 / -10.90 eV.



Entry 4:
Formula: C23H25ClN3O4RhS
Source: the OMol25 dataset
Level of theory: ωB97M-V with the def2-TZVPD basis set

Each line ends with the Löwdin charge.
Geometry (Å):
Rh: -1.05 1.23 -0.33  1.234
C: 3.63 -3.93 -1.62  -0.041
C: 2.98 -3.34 -0.36  -0.557
C: 3.71 -3.84 0.89  -0.045
C: 1.53 -3.83 -0.29  -0.067
C: 3.06 -1.82 -0.43  -0.156
C: 4.32 -1.20 -0.44  -0.027
C: 4.48 0.17 -0.50  -0.072
C: 3.33 0.95 -0.55  -0.451
S: 3.18 2.68 -0.63  1.142
C: 1.46 2.51 -0.62  -0.518
N: 1.03 1.28 -0.58  -0.024
C: 2.06 0.36 -0.54  -0.259
C: 1.93 -1.02 -0.48  0.061
C: 0.50 3.60 -0.63  -0.246
C: 0.84 4.94 -0.53  -0.045
C: -0.16 5.90 -0.52  -0.076
C: -1.49 5.51 -0.63  -0.073
C: -1.84 4.17 -0.73  -0.084
C: -0.85 3.19 -0.70  -0.164
H: 3.57 -5.02 -1.61  0.086
H: 4.68 -3.64 -1.71  0.077
H: 3.11 -3.57 -2.51  0.093
H: 3.64 -4.93 0.95  0.085
H: 3.27 -3.41 1.79  0.093
H: 4.77 -3.58 0.87  0.075
H: 1.51 -4.92 -0.23  0.090
H: 0.97 -3.53 -1.18  0.064
H: 1.03 -3.43 0.59  0.092
H: 5.22 -1.81 -0.39  0.110
H: 5.45 0.63 -0.50  0.111
H: 0.92 -1.43 -0.49  0.093
H: 1.89 5.22 -0.46  0.100
H: 0.10 6.95 -0.43  0.106
H: -2.27 6.27 -0.63  0.105
H: -2.88 3.90 -0.84  0.092
C: -4.90 1.68 1.45  -0.018
C: -3.48 1.27 1.20  -0.269
N: -2.92 1.36 -0.06  -0.195
O: -3.79 1.51 -1.09  -0.035
C: -2.63 0.77 2.15  -0.243
C: -3.03 0.48 3.56  -0.014
N: -1.33 0.52 1.73  -0.192
O: -0.45 0.04 2.50  -0.062
H: -5.21 2.38 0.68  0.077
H: -5.00 2.15 2.42  0.081
H: -5.57 0.82 1.41  0.092
H: -3.72 0.61 -1.52  0.045
H: -4.05 0.10 3.59  0.085
H: -2.98 1.39 4.17  0.098
H: -2.34 -0.24 3.98  0.077
Cl: -1.73 -3.65 -2.64  0.582
C: -2.34 -2.90 -1.14  -0.479
C: -2.40 -1.38 -1.32  -0.671
O: -3.47 -0.88 -1.68  0.025
O: -1.29 -0.78 -1.10  -0.133
H: -1.67 -3.17 -0.33  0.066
H: -3.34 -3.28 -0.96  0.076

The expectation value of S² is 6.02. As for the spin multiplicity: 5. The HOMO energy (alpha / beta) comes out at -6.67 / -8.64 eV.



Number 1: strongest force on any atom 0.5 eV/A. Number 2: strongest force on any atom 0.7 eV/A. Number 3: strongest force on any atom 1.3 eV/A. Number 4: strongest force on any atom 1.3 eV/A.